1.
Entry from OMol25: a molecular structure, C26H31N8O2PReS2Se2 (ωB97M-V with the def2-TZVPD basis set).

The geometry in XYZ format:
```
73
Properties=species:S:1:pos:R:3:forces:R:3
Re 0.002377 -0.420176 0.245318 0.630 -0.203 -0.002
S -4.639503 -1.971418 6.029319 -0.162 -0.057 0.227
N -4.122662 -0.553137 5.481576 -0.044 0.007 0.016
C -3.279494 -0.815074 4.498848 0.141 -0.163 -0.159
C -2.570872 0.171102 3.709054 -0.007 0.020 -0.006
C -2.657561 1.549311 3.929329 -0.034 -0.078 0.050
C -1.926222 2.400486 3.131780 -0.017 0.050 0.014
C -1.165842 1.869597 2.098410 -0.013 -0.060 -0.078
N -1.096699 0.560076 1.854429 -0.113 -0.138 0.210
C -1.750110 -0.295679 2.683316 0.040 0.129 -0.037
C -1.519428 -1.720934 2.481233 0.055 -0.083 -0.080
N -0.594045 -2.066274 1.549595 -0.214 -0.147 0.264
C -0.316439 -3.358021 1.377256 0.126 0.069 0.055
C -0.965445 -4.365653 2.083142 -0.030 -0.014 0.072
C -1.916079 -4.028674 3.018770 -0.003 -0.026 0.041
C -2.189382 -2.676727 3.243174 0.027 0.016 0.019
C -3.109569 -2.203517 4.257547 0.129 0.252 -0.077
N -3.825170 -2.965049 5.065551 -0.057 -0.024 -0.002
H -3.282987 1.913442 4.735326 0.020 0.024 -0.034
H -1.937525 3.470381 3.287646 -0.011 -0.029 -0.004
H -0.590864 2.508395 1.444039 0.035 -0.027 0.034
H 0.470426 -3.589786 0.672136 -0.028 0.044 -0.055
H -0.702946 -5.397660 1.895010 0.000 0.030 0.002
H -2.439248 -4.777944 3.600353 0.021 0.011 -0.028
O 3.054671 -2.603266 1.363470 -0.083 0.130 -0.104
C 4.196085 -2.284503 0.577712 0.066 0.004 -0.056
C 4.032411 -0.978925 -0.209309 -0.420 -0.065 0.167
C 5.434473 -0.682724 -0.767214 0.046 0.145 -0.097
O 5.334420 0.428942 -1.642235 0.013 -0.058 0.034
C 3.653880 0.220829 0.661488 -0.020 -0.161 -0.052
Se 1.929471 0.291455 1.593201 -0.442 -0.002 -0.270
C 3.107563 -1.081458 -1.429877 0.127 -0.052 0.103
Se 1.329885 -1.871595 -1.216079 -0.329 0.159 0.075
H 3.303852 -3.296242 1.982153 0.046 -0.017 0.041
H 4.404577 -3.089581 -0.135963 0.014 -0.014 0.011
H 5.070152 -2.173496 1.228056 0.021 -0.023 -0.027
H 5.805150 -1.571972 -1.289569 -0.009 0.024 -0.040
H 6.112107 -0.471652 0.065331 0.031 0.022 0.009
H 6.200262 0.628718 -2.011805 0.010 0.001 0.014
H 3.689614 1.120868 0.051168 0.057 0.048 0.011
H 4.371407 0.335311 1.472656 0.005 0.005 0.051
H 3.576137 -1.695406 -2.197820 -0.044 -0.036 -0.017
H 2.949210 -0.091902 -1.843515 0.081 0.009 -0.105
C -0.162289 4.194541 -2.635395 -0.005 -0.133 0.041
N 0.966512 3.324959 -2.958276 0.054 0.125 -0.110
C 0.657473 2.566766 -4.171754 -0.043 -0.052 0.123
N -0.578798 1.790944 -4.052998 -0.013 0.056 -0.079
C -1.677051 2.690091 -3.700099 0.085 -0.060 0.099
N -1.416598 3.453660 -2.478278 -0.041 0.114 -0.062
C -1.403003 2.621242 -1.291966 0.147 -0.173 0.001
P -0.047052 1.331786 -1.389557 -0.057 0.446 -0.591
C 1.357414 2.477482 -1.852201 -0.121 -0.208 0.185
C -0.443807 0.706123 -3.102690 0.057 0.083 0.144
H -0.286486 4.911363 -3.446255 -0.009 -0.002 -0.013
H 0.051698 4.743830 -1.717419 0.004 0.015 0.001
H 1.485444 1.894804 -4.400952 0.009 0.000 -0.007
H 0.544705 3.271052 -4.994644 -0.014 0.018 -0.015
H -2.592982 2.109939 -3.575193 -0.013 0.000 -0.006
H -1.823325 3.395180 -4.516882 0.009 0.023 -0.019
H -2.361995 2.107253 -1.188248 -0.022 0.035 0.006
H -1.257823 3.253675 -0.414692 -0.024 0.011 -0.003
H 2.230331 1.884519 -2.130116 0.028 0.012 0.014
H 1.624295 3.082977 -0.983050 0.021 -0.001 0.021
H -1.371507 0.131896 -3.060398 -0.012 -0.023 -0.015
H 0.356068 0.026765 -3.406288 0.000 -0.010 -0.004
S -3.750966 -2.488865 -1.727126 0.053 0.038 -0.008
C -4.279365 -1.147921 -0.810147 -0.016 -0.030 -0.079
C -3.215462 -0.470216 -0.320107 0.060 -0.004 -0.050
N -1.991461 -1.010956 -0.663484 0.307 0.041 0.234
C -2.140164 -2.084081 -1.408285 -0.169 0.012 -0.090
H -5.326592 -0.916424 -0.693448 0.043 -0.017 0.007
H -3.266447 0.427145 0.277760 0.044 -0.043 0.020
H -1.310789 -2.650030 -1.811822 -0.027 0.003 0.063
```
Positions in Å, forces in eV/Å.

Output
**Charge**: +2
**Energy above the lowest of the compared OMol25 structures with the same formula, charge and spin**: 26.4 kJ/mol
**⟨S²⟩**: 3.78
**Kohn-Sham gap (alpha / beta)**: 6.851 / 6.090 eV
**HOMO level (alpha / beta)**: -13.05 / -13.12 eV
**Max |F|**: 0.74 eV Å⁻¹
**Multiplicity**: 4

Löwdin population analysis, charges in e, atoms 1 to 5:
1 Re 0.755
2 S 1.105
3 N -0.192
4 C -0.301
5 C -0.060

2.
Entry from OMol25: a molecular structure, C26H32BIN9ORuSeSi in a non-equilibrium geometry (ωB97M-V with the def2-TZVPD basis set).

The geometry in XYZ format:
```
73
Properties=species:S:1:pos:R:3:forces:R:3
Ru 0.288573 0.669216 -0.148191 -0.154 0.907 0.437
C -3.906774 -0.209057 -0.853841 0.004 -0.049 0.093
C -2.447429 0.093808 -0.908137 0.185 -0.039 -0.152
N -1.700846 0.308481 0.124477 -0.132 -0.047 -0.095
N -2.221602 0.082186 1.372442 0.091 0.176 -0.136
C -1.248101 -0.284462 2.187340 0.034 -0.120 0.086
O -0.028857 -0.408943 1.858425 0.031 -0.155 -0.185
C -1.632903 -0.557520 3.602656 0.033 0.033 -0.017
C -0.627818 -0.734071 4.548490 -0.022 -0.008 -0.028
C -0.953024 -0.950191 5.878464 0.000 -0.007 0.003
C -2.284197 -0.992931 6.269403 0.008 -0.001 0.015
C -3.289441 -0.820641 5.327413 -0.010 0.004 -0.016
C -2.966797 -0.601433 3.997684 -0.002 -0.025 0.006
C -1.719768 0.051777 -2.181471 -0.022 0.180 0.217
C -2.346696 -0.114345 -3.411894 0.085 0.041 -0.066
C -1.574385 -0.161082 -4.557272 -0.044 -0.003 0.049
C -0.196944 -0.032943 -4.450479 0.074 0.013 0.010
C 0.362706 0.118629 -3.197260 -0.072 -0.034 -0.039
N -0.373307 0.129929 -2.086038 -0.147 -0.512 0.133
H -4.234040 -0.260493 0.179470 0.007 0.015 -0.006
H -4.132519 -1.156987 -1.346412 0.006 -0.006 -0.002
H -4.464342 0.579077 -1.364971 -0.013 -0.009 -0.011
H 0.402994 -0.682877 4.225201 0.008 0.018 0.008
H -0.167727 -1.080123 6.612054 0.000 0.002 0.002
H -2.539343 -1.157471 7.308511 0.003 -0.009 0.002
H -4.328038 -0.856005 5.630053 -0.001 0.001 0.006
H -3.740110 -0.464435 3.254956 0.002 0.015 -0.003
H -3.422825 -0.186832 -3.465116 -0.010 0.018 0.022
H -2.044078 -0.279513 -5.524451 0.011 -0.001 -0.011
H 0.442029 -0.038593 -5.321548 -0.008 -0.010 -0.008
H 1.425221 0.258303 -3.059897 -0.005 0.013 -0.046
B 3.268580 2.213475 1.118359 0.016 -0.038 0.040
N 3.393129 0.908873 0.291098 0.074 0.056 -0.096
C 4.523787 0.247752 0.029688 -0.015 -0.010 0.056
C 4.257288 -0.753088 -0.888800 -0.018 0.000 0.013
C 2.896643 -0.621911 -1.140528 -0.005 0.010 -0.029
N 2.387199 0.395586 -0.434227 -0.188 -0.047 -0.064
N 1.990817 2.138802 1.991694 -0.027 -0.046 -0.039
C 1.885185 2.582217 3.249568 0.009 -0.005 0.016
C 0.545941 2.730408 3.564716 0.025 0.062 0.001
C -0.116560 2.357700 2.403418 -0.020 0.073 -0.129
N 0.758683 1.995345 1.464449 -0.035 -0.292 0.323
H 3.191814 3.157897 0.369409 -0.016 -0.053 0.014
H 4.219876 2.270267 1.855082 0.027 0.034 -0.003
H 5.436907 0.541269 0.518084 0.018 -0.008 -0.009
H 4.940800 -1.472574 -1.302273 0.006 -0.005 -0.007
H 2.255010 -1.224657 -1.760240 0.018 -0.039 0.039
H 2.776157 2.793402 3.815919 0.000 0.016 0.013
H 0.116013 3.078530 4.486832 0.000 -0.009 0.014
H -1.172892 2.319685 2.192877 -0.010 -0.027 0.027
C 0.957216 5.214991 1.135250 -0.114 -0.044 0.018
Si 0.549680 4.838062 -0.644062 0.281 -0.065 -0.081
C 2.079739 5.147774 -1.680249 -0.061 0.017 -0.030
C -0.856168 5.940652 -1.214154 0.058 0.008 -0.026
Se -0.305030 2.786973 -1.217139 -0.116 0.230 -0.154
H 1.258195 6.264718 1.196383 0.009 0.018 -0.027
H 1.785145 4.604845 1.492546 -0.008 0.048 -0.004
H 0.107214 5.066817 1.800779 -0.005 0.009 -0.005
H 2.395117 6.192907 -1.621105 0.004 0.009 0.027
H 1.893432 4.904086 -2.727393 -0.012 0.010 -0.009
H 2.898089 4.519872 -1.325573 0.001 0.014 -0.019
H -0.552714 6.988612 -1.145011 -0.018 0.016 0.008
H -1.742296 5.793596 -0.595485 -0.001 0.004 0.016
H -1.130596 5.736319 -2.250197 0.005 -0.011 -0.009
I -1.666662 -5.798335 -0.574134 -0.031 -0.049 -0.009
C -0.574601 -4.110057 -0.154616 0.068 0.053 0.043
C 0.375255 -3.945469 0.827681 -0.014 -0.049 0.010
N 0.822521 -2.684789 0.709252 0.001 0.002 -0.029
N 0.209938 -2.007611 -0.264509 0.155 -0.316 -0.075
C -0.637526 -2.867532 -0.806696 0.058 0.031 -0.100
H 0.747982 -4.617592 1.580968 -0.011 -0.012 -0.001
H 1.404828 -2.169147 1.350072 -0.032 0.016 0.011
H -1.251044 -2.580726 -1.645494 -0.018 -0.013 -0.006
```
Positions in Å, forces in eV/Å.

Output
**Energy above the lowest of the compared OMol25 structures with the same formula, charge and spin**: 0.0 kJ/mol
**⟨S²⟩**: 0.76
**Kohn-Sham gap (alpha / beta)**: 7.009 / 6.779 eV
**HOMO level (alpha / beta)**: -7.44 / -7.46 eV
**Max |F|**: 1.02 eV Å⁻¹
**Multiplicity**: 2

Löwdin population analysis, charges in e, atoms 1 to 5:
1 Ru 1.099
2 C -0.012
3 C -0.297
4 N -0.104
5 N 0.088

3.
Entry from OMol25: a molecular structure, C26H32Br2F3N2O11PS in a non-equilibrium geometry (ωB97M-V with the def2-TZVPD basis set).

The geometry in XYZ format:
```
78
Properties=species:S:1:pos:R:3:forces:R:3
O -2.123205 6.507154 4.755044 -0.027 0.196 0.268
P -1.057295 6.070596 3.867252 -0.667 -0.029 0.077
O -0.162670 4.900684 4.561160 0.046 0.804 -1.185
O -0.050457 7.276030 3.433188 -0.210 -1.157 -0.187
C -1.678838 5.401526 2.271912 1.391 -0.313 1.471
C -1.280317 4.065116 1.880235 -0.428 1.015 -0.123
C -1.694902 3.563968 0.688253 0.445 -0.978 0.394
C -1.280103 2.178634 0.192593 -0.032 0.957 0.260
C -0.503150 1.370120 1.243014 -0.087 0.088 -0.298
C -0.144089 -0.076179 0.819285 0.078 0.364 0.445
F 1.226856 -0.235904 0.892750 -0.298 -0.062 0.075
Br -0.688376 -0.556755 -0.988245 0.292 -0.012 0.274
C -0.754165 -1.105410 1.820144 -0.396 -0.198 -0.904
F -0.325366 -2.345909 1.508877 -0.056 0.162 0.246
F -0.372355 -0.852325 3.078825 0.031 0.084 -0.180
Br -2.703612 -1.060508 1.656165 0.510 0.125 0.656
C -2.546077 4.389207 -0.101100 -0.266 0.102 -0.625
N -3.045390 4.038897 -1.299909 -0.261 0.796 0.353
S -3.895464 5.313076 -1.792230 -0.124 0.001 -0.184
N -3.719063 6.366324 -0.569195 0.288 -1.177 -0.576
C -2.936462 5.710257 0.292775 0.454 0.165 1.040
C -2.462353 6.222576 1.544587 -0.493 0.156 -0.927
H 0.561225 4.724614 3.937517 0.166 -0.244 0.490
H 0.214474 7.088330 2.518496 0.141 0.410 0.120
H -0.645911 3.508280 2.562216 -0.201 -0.008 -0.184
H -2.188166 1.686200 -0.173042 0.378 -0.118 -0.019
H -0.588931 2.365921 -0.644311 -0.483 -0.302 -0.087
H -1.017135 1.330224 2.213913 -0.054 -0.004 -0.358
H 0.442975 1.900887 1.426401 -0.110 -0.382 -0.067
H -2.729275 7.235547 1.842416 0.067 -0.275 0.093
O 2.459491 -2.067993 -2.907411 0.049 -0.216 -0.252
C 2.311853 -3.060173 -2.253889 -0.251 0.392 0.181
O 2.305810 -4.310759 -2.790748 0.036 0.109 -0.003
C 2.000738 -5.276553 -1.769630 -0.021 -0.113 0.130
C 2.357127 -4.593420 -0.461137 0.057 -0.138 0.306
C 2.065049 -3.135348 -0.762453 0.322 -0.404 0.025
H 0.937595 -5.525740 -1.833034 0.002 0.034 -0.034
H 2.582820 -6.180354 -1.939228 0.003 0.072 -0.211
H 1.804475 -4.985355 0.391909 -0.008 -0.033 -0.045
H 3.421855 -4.716711 -0.256646 -0.034 -0.004 0.036
H 1.024321 -2.878050 -0.563767 0.047 0.121 -0.044
H 2.733104 -2.471375 -0.220719 -0.172 0.200 -0.078
O -3.543042 -2.476402 -0.797154 -0.431 -0.180 -0.341
C -3.715481 -3.620619 -0.496655 0.360 0.230 0.088
O -4.942403 -4.170442 -0.317913 0.078 0.029 -0.047
C -4.807501 -5.524832 0.144573 -0.041 -0.235 0.058
C -3.415263 -5.956900 -0.285617 0.210 -0.136 0.023
C -2.638771 -4.647250 -0.214639 -0.250 -0.487 -0.218
H -4.928780 -5.534294 1.230252 0.018 0.029 -0.010
H -5.587540 -6.138412 -0.301300 -0.104 0.190 -0.016
H -3.001097 -6.751522 0.333048 -0.073 0.020 0.037
H -3.439863 -6.313221 -1.317273 -0.030 -0.006 0.029
H -2.231161 -4.465521 0.781985 0.059 0.116 -0.051
H -1.850505 -4.598188 -0.961967 0.090 0.261 0.141
O -1.282948 3.948585 -4.021761 -0.212 -0.114 0.107
C -0.969789 2.851173 -4.382441 0.283 0.278 0.069
O -1.457034 1.713788 -3.825565 0.008 0.146 -0.097
C -0.804127 0.568731 -4.405390 0.096 -0.257 -0.069
C -0.276737 1.046618 -5.746849 0.159 -0.022 -0.212
C 0.034489 2.510812 -5.464880 -0.273 -0.458 -0.230
H -0.002795 0.248938 -3.735482 0.019 0.037 -0.030
H -1.520187 -0.244387 -4.511110 -0.122 0.119 0.178
H 0.577962 0.472953 -6.101193 -0.016 -0.038 0.094
H -1.063619 0.977334 -6.500739 0.006 -0.016 0.029
H 1.041328 2.645017 -5.066203 -0.019 0.107 -0.011
H -0.113554 3.135773 -6.341530 0.130 0.226 0.165
O 4.413953 -2.872752 1.754761 0.006 0.080 -0.301
C 4.828988 -1.829078 2.167575 0.013 -0.350 0.262
O 5.575239 -0.978940 1.422279 -0.120 -0.056 0.023
C 6.008392 0.128135 2.229849 0.078 0.241 0.078
C 5.022442 0.188811 3.384463 -0.058 0.062 0.234
C 4.654774 -1.278676 3.567867 -0.083 0.564 -0.128
H 7.029993 -0.065553 2.564848 -0.019 -0.033 -0.005
H 6.001533 1.036615 1.631239 0.023 -0.144 -0.169
H 5.433548 0.657257 4.277300 0.062 -0.007 -0.053
H 4.136969 0.753778 3.086275 0.033 -0.002 -0.015
H 5.345393 -1.793404 4.237688 -0.075 -0.090 -0.008
H 3.630552 -1.403267 3.909422 0.069 -0.293 0.032
```
Positions in Å, forces in eV/Å.

Output
**Energy above the lowest of the compared OMol25 structures with the same formula, charge and spin**: 0.0 kJ/mol
**Kohn-Sham gap**: 8.589 eV
**HOMO level**: -9.30 eV
**Max |F|**: 2.05 eV Å⁻¹

Löwdin population analysis, charges in e, atoms 1 to 5:
1 O -0.251
2 P 0.471
3 O -0.133
4 O -0.127
5 C -0.231